28
Properties=species:S:1:pos:R:3:forces:R:3 method="wB97M-V/def2-TZVPD" molar_mass_da=197.3 total_charge=+1 orbital_gap_ev=8.6327 e_above_lowest_kj_mol=203.6 energy_ha=-612.34236
C 2.434 0.989 -0.597 -1.37 2.73 0.03
C 1.392 1.825 -0.523 -0.59 -3.02 -0.44
N 0.057 1.220 -0.707 -1.31 0.20 -0.11
C -0.784 1.700 -1.860 -1.73 1.47 -0.89
C -1.290 0.410 -2.474 -1.43 -0.02 -1.21
N -0.987 -0.645 -1.852 -0.81 0.68 -1.44
C -0.026 -0.399 -0.871 -1.49 -0.26 2.18
C -0.476 -0.903 0.501 1.53 -0.04 2.22
C 0.371 -0.748 1.653 -4.01 -1.59 -0.25
C -0.070 -1.182 2.930 1.02 0.22 -1.27
C -1.311 -1.779 3.088 -2.37 -0.25 0.04
C -2.148 -1.899 1.961 0.10 -0.98 0.39
C -1.694 -1.518 0.700 -1.36 0.73 -1.65
C 1.206 -0.992 -1.341 4.11 0.29 0.02
C 2.364 -0.314 -1.143 -0.88 -1.64 -0.20
H 3.358 1.448 -0.392 1.23 0.20 0.21
H 1.216 2.812 -0.279 0.80 2.06 0.60
H -0.499 1.520 0.142 0.79 -1.12 -0.79
H -0.277 2.419 -2.568 -0.24 -0.97 0.90
H -1.778 2.221 -1.514 2.06 -0.66 -0.26
H -2.033 0.405 -3.360 1.38 0.06 1.56
H 1.229 -0.211 1.562 2.67 1.11 -0.08
H 0.692 -1.084 3.686 -0.34 0.05 0.61
H -1.907 -2.103 4.012 2.00 0.54 -0.89
H -3.111 -2.446 2.133 0.87 0.90 -0.58
H -2.313 -1.491 -0.233 0.12 -0.76 1.23
H 1.311 -1.981 -1.822 -0.89 0.65 0.46
H 3.331 -0.708 -1.375 0.16 -0.60 -0.39